No. 1
{"formula": "C17H19NO", "method": "ωB97M-V with the def2-TZVPD basis set", "species": ["C", "C", "C", "C", "C", "C", "C", "C", "C", "C", "N", "H", "H", "H", "H", "H", "H", "H", "H", "H", "H", "H", "C", "C", "C", "C", "C", "C", "C", "O", "H", "H", "H", "H", "H", "H", "H", "H"], "positions_angstrom": [[-2.69, 1.94, -0.61], [-1.62, 3.09, -0.62], [-2.19, 0.98, 0.39], [-1.74, 1.39, 1.67], [-1.92, -0.44, 0.34], [-1.04, -0.76, 1.40], [-2.43, -1.50, -0.51], [-0.52, -2.06, 1.47], [-2.04, -2.80, -0.19], [-1.03, -3.03, 0.74], [-0.87, 0.41, 2.13], [-3.76, 2.29, -0.44], [-2.56, 1.41, -1.57], [-0.62, 2.60, -0.62], [-1.87, 2.42, 2.11], [-0.72, 0.29, 3.10], [-3.23, -1.34, -1.32], [0.28, -2.11, 2.15], [-2.16, -3.60, -0.88], [-0.55, -3.98, 0.74], [-1.60, 3.67, 0.41], [-1.74, 3.60, -1.59], [0.83, -1.61, -2.09], [2.93, -0.27, 0.95], [2.28, -1.16, 0.09], [3.29, 0.96, 0.48], [1.73, -0.67, -1.13], [2.81, 1.50, -0.66], [1.98, 0.61, -1.45], [4.26, 1.56, 1.23], [3.34, -0.61, 1.95], [2.09, -2.11, 0.48], [4.50, 1.07, 2.02], [2.90, 2.60, -0.93], [1.24, -1.45, -3.04], [-0.20, -1.32, -1.93], [1.70, 1.08, -2.41], [0.95, -2.66, -1.86]], "charge": 1, "relative_energy_kcal_mol": 55.7, "e_homo_ev": [-11.153, -11.150], "gap_ha": [0.2732, 0.1546], "spin_multiplicity": 2, "s_squared": 0.772}


No. 2
{"formula": "C17H19NO2", "method": "ωB97M-V with the def2-TZVPD basis set", "species": ["C", "C", "C", "C", "C", "O", "N", "C", "C", "C", "C", "C", "C", "O", "C", "C", "C", "C", "C", "C", "H", "H", "H", "H", "H", "H", "H", "H", "H", "H", "H", "H", "H", "H", "H", "H", "H", "H", "H"], "positions_angstrom": [[-3.55, 2.87, -0.50], [-3.31, 1.86, 0.62], [-2.98, 0.49, 0.03], [-2.22, 2.36, 1.59], [-0.88, 2.57, 0.91], [-0.53, 3.63, 0.45], [-0.14, 1.43, 0.87], [1.09, 1.20, 0.24], [1.88, 2.20, -0.31], [3.09, 1.87, -0.91], [3.52, 0.56, -0.96], [2.73, -0.45, -0.41], [1.52, -0.13, 0.18], [0.72, -1.09, 0.79], [0.44, -2.25, 0.12], [0.05, -3.34, 0.90], [-0.31, -4.52, 0.29], [-0.29, -4.64, -1.09], [0.08, -3.55, -1.86], [0.44, -2.36, -1.27], [-3.85, 3.83, -0.08], [-2.64, 3.02, -1.08], [-4.34, 2.52, -1.16], [-4.24, 1.76, 1.20], [-2.77, -0.24, 0.82], [-3.82, 0.12, -0.55], [-2.12, 0.55, -0.63], [-2.54, 3.33, 1.99], [-2.12, 1.66, 2.42], [-0.54, 0.59, 1.26], [1.54, 3.22, -0.27], [3.69, 2.65, -1.34], [4.46, 0.31, -1.42], [3.05, -1.48, -0.44], [0.04, -3.23, 1.97], [-0.60, -5.36, 0.91], [-0.57, -5.57, -1.56], [0.09, -3.63, -2.94], [0.72, -1.51, -1.87]], "relative_energy_kcal_mol": 24.5, "e_homo_ev": -8.354, "gap_ha": 0.3342}


No. 3
{"formula": "C17H19NO3SSn", "method": "ωB97M-V with the def2-TZVPD basis set", "species": ["Sn", "C", "C", "C", "C", "C", "C", "C", "C", "C", "C", "H", "H", "H", "H", "H", "H", "H", "H", "H", "H", "H", "H", "H", "H", "H", "O", "C", "N", "S", "O", "O", "C", "C", "C", "C", "C", "C", "H", "H", "H", "H"], "positions_angstrom": [[-1.24, -2.56, -0.92], [2.24, 0.19, -1.20], [3.55, 0.58, -1.58], [4.46, 0.34, -0.53], [3.69, -0.18, 0.55], [2.30, -0.24, 0.15], [1.14, -0.51, 1.04], [4.23, -0.56, 1.86], [5.93, 0.70, -0.51], [3.89, 1.17, -2.89], [0.98, 0.21, -2.05], [0.82, -1.54, 1.01], [0.30, 0.12, 0.82], [1.41, -0.28, 2.09], [3.58, -1.36, 2.26], [4.14, 0.23, 2.63], [5.24, -0.94, 1.80], [6.37, 0.90, -1.48], [6.45, -0.10, -0.01], [6.10, 1.67, 0.11], [3.04, 1.79, -3.20], [4.06, 0.33, -3.64], [4.77, 1.83, -2.82], [0.77, 1.20, -2.48], [0.18, -0.05, -1.38], [1.06, -0.56, -2.87], [-2.31, -1.55, 2.02], [-3.20, -1.36, 1.24], [-2.98, -1.74, -0.18], [-4.07, -0.87, -1.10], [-3.38, 0.25, -1.75], [-4.89, -1.78, -1.87], [-5.01, -0.26, 0.20], [-6.12, 0.54, 0.04], [-6.74, 0.95, 1.19], [-6.17, 0.68, 2.41], [-5.00, -0.03, 2.60], [-4.45, -0.64, 1.43], [-6.38, 0.89, -0.95], [-7.72, 1.41, 1.13], [-6.65, 1.16, 3.31], [-4.38, -0.04, 3.51]], "e_homo_ev": [-7.293, -6.839], "gap_ha": [0.2337, 0.2132]}


No. 4
{"formula": "C17H20BCaClN6", "method": "ωB97M-V with the def2-TZVPD basis set", "species": ["H", "N", "B", "N", "C", "Ca", "H", "C", "H", "C", "H", "C", "H", "H", "H", "N", "N", "N", "N", "C", "C", "H", "H", "C", "C", "C", "C", "H", "H", "H", "H", "H", "Cl", "C", "C", "C", "C", "C", "C", "C", "H", "H", "H", "H", "H", "H"], "positions_angstrom": [[-1.52, -2.97, 0.85], [0.14, -2.22, -0.27], [2.14, -2.00, -1.83], [0.99, -2.83, -1.18], [0.62, -4.11, -1.36], [-0.03, 0.09, 0.47], [1.16, -4.74, -2.05], [-0.48, -4.37, -0.55], [-1.02, -5.29, -0.46], [-0.75, -3.17, 0.12], [2.78, -2.67, -2.59], [0.87, 2.29, 1.10], [0.18, 2.77, 1.81], [0.84, 2.77, 0.11], [1.90, 2.31, 1.50], [3.08, -1.51, -0.69], [1.52, -0.76, -2.55], [2.52, -0.73, 0.30], [0.71, 0.11, -1.84], [4.39, -1.69, -0.43], [1.63, -0.35, -3.84], [5.01, -2.26, -1.09], [2.20, -0.91, -4.56], [4.71, -1.01, 0.74], [0.90, 0.84, -3.97], [3.51, -0.40, 1.16], [0.36, 1.10, -2.69], [5.65, -0.95, 1.24], [0.77, 1.43, -4.86], [3.34, 0.22, 2.01], [-0.23, 1.94, -2.38], [1.06, 0.01, 2.70], [-1.71, 0.32, 3.20], [-2.86, 1.45, 2.60], [-3.48, 2.31, 3.50], [-4.36, 3.31, 3.02], [-4.56, 3.44, 1.63], [-3.91, 2.60, 0.73], [-3.10, 1.51, 1.19], [-2.52, 0.60, 0.28], [-3.30, 2.24, 4.56], [-4.87, 3.97, 3.71], [-5.22, 4.21, 1.25], [-4.02, 2.73, -0.34], [-2.53, 0.85, -0.77], [-2.49, -0.47, 0.51]], "e_homo_ev": [-7.598, -6.817], "gap_ha": [0.1988, 0.2195]}


No. 5
{"formula": "C17H20BCl32O4S", "method": "ωB97M-V with the def2-TZVPD basis set", "species": ["C", "C", "C", "O", "C", "S", "C", "C", "C", "C", "O", "O", "B", "C", "O", "H", "H", "H", "H", "H", "H", "H", "H", "H", "H", "H", "H", "H", "H", "H", "H", "H", "H", "H", "H", "C", "Cl", "Cl", "Cl", "Cl", "C", "Cl", "Cl", "Cl", "Cl", "C", "Cl", "Cl", "Cl", "Cl", "C", "Cl", "Cl", "Cl", "Cl", "C", "Cl", "Cl", "Cl", "Cl", "C", "Cl", "Cl", "Cl", "Cl", "C", "Cl", "Cl", "Cl", "Cl", "C", "Cl", "Cl", "Cl", "Cl"], "positions_angstrom": [[1.00, -6.40, -0.02], [2.29, -5.64, -0.34], [2.14, -4.16, -0.10], [1.42, -3.55, -1.20], [1.69, -2.20, -1.27], [0.33, -1.39, -2.20], [-1.26, -2.16, -1.83], [-1.35, -2.78, -0.44], [-2.80, -2.74, 0.06], [-3.04, -1.44, 0.79], [-2.44, -1.17, 1.80], [-3.94, -0.57, 0.21], [0.25, 0.32, -1.39], [1.59, 1.02, -1.06], [-0.98, 0.82, -1.10], [1.08, -6.86, 0.96], [0.12, -5.77, -0.07], [0.86, -7.20, -0.74], [2.65, -5.81, -1.35], [3.07, -5.97, 0.33], [3.12, -3.70, -0.02], [1.62, -3.97, 0.84], [2.59, -2.00, -1.85], [1.79, -1.71, -0.30], [-1.54, -2.86, -2.61], [-1.96, -1.34, -1.88], [-0.69, -2.29, 0.27], [-1.06, -3.82, -0.49], [-3.50, -2.82, -0.77], [-3.00, -3.59, 0.70], [-3.51, -0.12, -0.53], [2.31, 0.94, -1.87], [1.41, 2.07, -0.87], [2.05, 0.61, -0.16], [-1.12, 0.71, -0.14], [-1.80, 3.58, 1.55], [-2.56, 1.97, 1.45], [-2.29, 4.35, 3.04], [-0.03, 3.39, 1.53], [-2.30, 4.52, 0.16], [-5.33, 3.18, 5.65], [-6.83, 3.75, 6.39], [-5.60, 2.84, 3.94], [-4.09, 4.44, 5.80], [-4.78, 1.72, 6.46], [-5.02, 3.23, -2.65], [-4.70, 4.95, -2.88], [-3.54, 2.44, -2.10], [-6.28, 3.02, -1.44], [-5.53, 2.52, -4.18], [2.74, -10.07, 1.80], [3.80, -8.66, 1.94], [3.61, -11.51, 2.32], [1.32, -9.83, 2.83], [2.22, -10.25, 0.12], [0.44, -0.63, 3.97], [0.78, -0.02, 2.32], [0.28, -2.39, 3.90], [1.77, -0.19, 5.03], [-1.06, 0.08, 4.55], [-0.05, 8.00, 4.65], [0.19, 6.43, 3.87], [1.49, 8.58, 5.29], [-0.67, 9.15, 3.47], [-1.21, 7.82, 5.97], [4.22, 2.63, -4.20], [3.25, 1.14, -4.31], [3.87, 3.44, -2.67], [5.92, 2.21, -4.28], [3.80, 3.68, -5.54], [4.56, 7.61, -7.02], [4.33, 7.31, -5.29], [6.28, 7.51, -7.40], [3.68, 6.38, -7.95], [3.95, 9.20, -7.43]], "charge": 1, "e_homo_ev": -12.629, "gap_ha": 0.3429}